{"formula": "C34H72Br2N4O19", "method": "ωB97M-V/def2-TZVPD", "e_lumo_ha": 0.0173, "multiplicity": 1, "orbital_gap_ev": 8.033, "total_energy_ev": -221369.0139, "relative_energy_kcal_mol": 0.0, "homo_energy_ev": -7.6, "species": ["Br", "Br", "O", "O", "O", "O", "O", "O", "O", "O", "O", "O", "O", "O", "O", "O", "O", "O", "O", "O", "O", "N", "N", "N", "N", "C", "C", "C", "C", "C", "C", "C", "C", "C", "C", "C", "C", "C", "C", "C", "C", "C", "C", "C", "C", "C", "C", "C", "C", "C", "C", "C", "C", "C", "C", "C", "C", "C", "C", "H", "H", "H", "H", "H", "H", "H", "H", "H", "H", "H", "H", "H", "H", "H", "H", "H", "H", "H", "H", "H", "H", "H", "H", "H", "H", "H", "H", "H", "H", "H", "H", "H", "H", "H", "H", "H", "H", "H", "H", "H", "H", "H", "H", "H", "H", "H", "H", "H", "H", "H", "H", "H", "H", "H", "H", "H", "H", "H", "H", "H", "H", "H", "H", "H", "H", "H", "H", "H", "H", "H", "H"], "positions_angstrom": [[-0.841930, -0.633776, 9.299308], [0.683866, 0.003037, 6.242945], [-1.275574, 4.658310, 2.880796], [-3.121785, -3.366698, -3.851779], [-2.024710, -1.616852, 0.790717], [2.657941, 1.561702, -0.464387], [4.417233, -3.237170, -1.003744], [-0.854277, -0.068737, -0.305498], [-0.101856, -1.026324, 1.598710], [-4.053487, 3.182317, -3.154709], [3.721524, 3.453203, -1.015213], [-0.866724, 4.627007, -3.477086], [-0.124082, 2.758197, 3.277123], [-0.475859, -9.337843, -2.669674], [0.700584, 4.633859, 3.983599], [4.621881, -2.521240, 3.105044], [-4.652673, 2.539655, -1.208837], [2.291928, 3.341435, 0.708242], [-5.169046, 4.646147, -1.843062], [-1.143560, -7.310166, -2.434079], [-2.675967, -8.883923, -2.910096], [-3.045297, -1.121075, -4.176495], [-1.533359, 3.741951, -1.466032], [6.255840, -2.596637, 1.528463], [2.677145, -2.346161, -2.195482], [-4.781315, 1.369001, 0.816537], [-2.100424, -6.383780, -1.880158], [-3.794278, 0.123372, -4.313135], [-0.582558, -10.645296, -3.182471], [7.348193, -1.898408, 0.905980], [1.205592, -0.500593, 1.316322], [1.673969, -2.860437, -1.281829], [2.927323, 2.840025, -0.340860], [-0.972460, -0.848341, 0.612888], [-1.667575, -0.892966, -3.806151], [-5.220296, 2.659028, 0.115401], [1.923599, -0.438901, 2.643691], [0.946578, 7.007084, 3.477277], [3.489412, 0.652066, -1.144612], [-1.381675, -5.210991, -1.313034], [2.331484, 4.752641, 0.923391], [1.271705, 5.464932, 0.104687], [0.438572, -1.839028, 8.425405], [2.285054, -1.204910, -2.995695], [-1.516083, 4.645470, -2.444183], [-2.329146, 3.847294, -0.231455], [-4.675481, 3.564739, -2.060966], [3.980751, -2.560688, -1.931680], [-1.540211, -8.530436, -2.748645], [-1.266355, 1.918724, 3.244248], [-2.986159, -1.601237, -0.248478], [-0.319467, 4.077791, 3.331396], [-4.144639, 3.936577, -4.331183], [5.625008, -3.605920, 0.669006], [-0.780208, 2.476373, -1.596334], [0.557027, 5.957899, 4.494672], [5.698376, -2.155466, 2.673453], [1.502829, -1.013084, 7.707656], [-3.678784, -2.311541, -4.092559], [-0.397005, 2.408138, -2.614446], [-3.173727, 0.906047, -4.751419], [-4.844617, 3.594977, 0.529382], [-1.205576, -0.311997, -4.601349], [0.273310, 5.422535, 0.533141], [3.888933, 1.074803, -2.070084], [6.370581, -4.384107, 0.493699], [5.309420, -3.132668, -0.322647], [1.790192, -0.189920, 8.357422], [2.058453, -1.433887, 3.066840], [1.155214, 0.468482, 0.833060], [-6.299223, 2.764672, -0.003491], [4.408512, 0.587175, -0.541390], [-4.738265, 0.057256, -4.843574], [-1.901102, 2.200551, 2.399576], [-0.864961, 0.949765, 2.945132], [2.031222, -0.338951, -2.380181], [-0.450863, 6.215228, 4.832585], [2.187960, 4.847410, 1.995796], [-2.756137, -6.028478, -2.681588], [1.374585, -1.433033, -3.553279], [4.770172, -4.042565, 1.174770], [-4.968053, 0.461101, 0.251487], [0.389977, -11.130155, -3.230021], [-1.884677, 4.647039, 0.358565], [8.126652, -2.522210, 0.452230], [-3.009168, -0.570843, -0.605553], [4.688593, -2.077765, -2.624397], [-1.575258, -0.531387, -2.776155], [1.629432, -2.314242, -0.341872], [-0.979082, -10.664459, -4.198822], [-1.214877, -11.267723, -2.547268], [-0.531036, -5.003609, -1.964938], [-3.706379, 1.364665, 0.998882], [2.400472, -1.517079, 7.365247], [3.321588, 5.116647, 0.644701], [1.161368, 5.967594, 5.400227], [3.028126, -0.862061, -3.712827], [-5.156197, 4.339508, -4.475905], [1.548772, 6.526578, 0.105788], [-3.942110, -1.968731, 0.113174], [1.369992, 5.227160, -0.954558], [-2.187169, 5.501881, -2.237199], [-0.972576, -5.453073, -0.329917], [-2.758079, -6.990081, -1.254321], [-1.073340, -1.805960, -3.712222], [0.141213, 2.507793, -1.010733], [-3.481580, 4.796810, -4.390892], [3.120826, -0.354085, -1.258503], [-3.344883, 4.153447, -0.487238], [0.478699, 6.920183, 2.501291], [-4.735835, -2.179066, -4.391942], [-4.105702, 3.355020, -5.253334], [1.851584, -3.915241, -1.081159], [0.645269, 7.973857, 3.895516], [1.307178, 0.010572, 3.431748], [2.825688, 0.167073, 2.595034], [0.757132, -2.791280, -1.870407], [-5.333341, 1.407027, 1.756836], [-2.355018, 2.885313, 0.264714], [-0.064727, -2.523900, 7.750396], [7.989939, -1.300257, 1.557113], [-2.004713, -4.321022, -1.283612], [-3.885118, 0.452313, -3.269577], [2.031112, 7.104734, 3.388934], [-2.742558, -2.223749, -1.113954], [-1.867044, 1.805377, 4.144514], [6.999112, -1.262244, 0.086900], [-1.483432, 1.702324, -1.314511], [0.909942, -2.409695, 9.222805], [6.281738, -1.336563, 3.122039], [1.834389, -1.170228, 0.728376]], "forces_ev_per_a": [[0.165, -0.522, -0.208], [0.243, -0.316, -0.181], [0.119, 0.022, 0.198], [-0.413, -0.074, 0.349], [-0.283, -1.212, 0.685], [-1.988, -1.377, 0.484], [-6.882, -0.375, -6.746], [0.320, -0.386, -0.019], [-0.072, -0.454, -0.745], [0.605, -1.168, -0.589], [-0.235, -0.215, -0.214], [0.149, -0.433, 0.030], [0.418, 0.158, 0.868], [0.822, 0.481, -0.434], [-0.005, -0.592, 0.172], [-0.191, -0.246, 0.524], [0.068, -0.542, -0.619], [-0.794, -1.100, 0.064], [0.076, -0.318, -0.177], [0.946, 0.507, 0.069], [-0.175, -0.109, -0.476], [-0.180, 0.130, -0.528], [0.612, -1.646, 0.293], [0.523, -0.333, 0.581], [1.078, 0.607, 0.330], [-0.290, 1.224, 0.383], [-1.474, -0.691, -1.429], [0.719, 0.273, 1.424], [-0.600, -0.960, -0.339], [0.956, 0.377, -0.367], [1.130, 0.590, 1.311], [-0.341, -0.612, -0.795], [1.780, 1.263, -0.211], [0.183, 0.489, -0.320], [0.542, -1.172, 0.368], [0.346, -0.354, -1.170], [-0.867, 0.289, 1.105], [0.680, 0.917, 0.712], [3.247, 1.363, 0.649], [0.865, -0.229, 0.537], [0.150, 0.188, -0.371], [0.812, 1.075, 0.140], [0.729, 0.200, -0.129], [-1.301, 0.225, -0.828], [-0.435, 0.982, 0.095], [0.320, 1.521, -1.134], [-0.865, 0.599, 0.632], [-0.163, 0.382, -0.731], [-0.391, -0.371, 1.188], [-0.169, -0.790, -1.915], [-0.267, 0.662, -0.873], [-0.645, 0.163, 0.174], [-1.708, 1.570, -1.305], [2.947, 0.315, 3.128], [0.000, 1.380, -0.540], [-0.437, 0.699, -0.276], [0.079, 0.343, -1.005], [-0.801, 1.094, 0.475], [0.739, 0.374, -0.732], [-0.502, -0.202, -0.196], [0.028, -0.269, -0.400], [-0.051, -0.272, 0.499], [0.159, 0.492, 0.443], [-0.114, -0.459, -0.304], [-0.616, -0.111, -0.292], [0.085, -0.259, -0.029], [3.861, -0.306, 3.658], [0.284, -0.232, 0.160], [0.697, -0.079, -0.385], [-0.263, -0.042, 0.003], [-0.032, -0.189, 0.180], [-0.096, -0.246, 0.076], [-0.045, -0.299, 0.112], [-0.198, 0.259, 0.279], [-0.019, -0.072, 0.398], [-0.414, -0.392, -0.435], [-0.222, -0.763, -0.242], [-0.025, 0.137, -0.031], [0.151, -0.117, -0.153], [0.129, -0.279, -0.120], [-0.066, 0.175, 0.018], [-0.551, 0.150, -0.097], [0.243, 0.507, 0.263], [-0.118, -0.362, 0.601], [-0.537, -0.695, 0.004], [-0.620, -0.102, -0.129], [-0.258, 0.072, -0.052], [-0.095, 0.934, -0.305], [-0.141, -0.192, -0.369], [-0.178, 0.202, 0.079], [-0.138, 0.132, -0.025], [-0.075, 0.111, -0.054], [-0.030, 0.196, 0.196], [-0.287, -0.365, -0.211], [-0.030, -0.042, 0.079], [0.305, 0.103, -0.234], [0.302, -0.348, 0.132], [-0.008, 0.186, 0.689], [-0.103, 0.034, 0.215], [0.096, 0.239, 0.421], [-0.457, -0.479, 0.058], [-0.061, -0.056, 0.128], [-0.044, 0.267, 0.068], [0.168, 0.410, 0.550], [-0.531, -0.400, -0.534], [-0.350, -0.253, 0.589], [0.373, -0.306, 0.262], [-0.374, 0.679, 0.779], [0.538, 0.162, 0.362], [-0.090, -0.314, 0.069], [-0.028, -0.445, 0.259], [0.912, -0.689, 0.541], [0.160, 0.048, 0.076], [-0.122, -0.018, -0.120], [-0.101, 0.414, -0.430], [0.233, -0.395, -0.109], [-0.308, 0.026, 0.573], [0.248, -0.616, 0.184], [0.193, 0.100, 0.114], [-0.293, 0.154, 0.057], [-0.705, 0.228, 0.503], [-0.121, -0.121, 0.102], [-0.821, 0.481, -0.267], [-0.014, -0.308, -0.312], [0.516, -0.118, 0.236], [0.393, 0.514, 0.319], [-0.096, 0.147, 0.027], [0.512, -0.294, -0.147], [-0.068, 0.019, 0.060], [0.077, 0.007, 0.244], [-0.644, 0.059, -0.237]], "mulliken_charge": [-0.136, 0.003, -0.618, -0.558, -0.482, -0.117, -0.388, 0.393, -0.461, 0.040, -0.661, -0.654, -0.073, -0.319, -0.338, -0.599, -0.154, -0.269, -0.614, -0.236, -0.546, 0.255, 0.963, 0.200, 0.306, -0.860, -0.521, -0.886, -0.655, -0.898, 0.364, -0.151, 0.616, 0.520, -1.143, -0.556, -1.155, -0.991, -0.386, -0.404, -0.467, -0.560, -0.515, -0.796, -0.272, -0.473, 0.454, 0.113, 0.664, -0.099, 0.599, 0.723, -0.906, -0.969, -0.847, -0.311, 0.121, -0.748, 0.108, 0.379, 0.212, 0.478, 0.378, -0.295, 0.445, 0.232, 0.230, 0.337, 0.339, -0.018, 0.427, 0.489, 0.262, 0.062, -0.218, 0.220, 0.344, 0.348, 0.239, 0.274, 0.219, 0.266, 0.242, 0.266, 0.318, -0.597, 0.377, 0.284, -0.061, 0.304, 0.278, 0.185, 0.040, 0.402, 0.459, 0.359, 0.276, 0.365, 0.430, 0.468, 0.441, 0.533, 0.446, 0.417, 0.393, 0.035, 0.320, -0.458, 0.131, 0.191, 0.253, 0.289, 0.393, 0.430, -0.208, 0.404, -0.178, 0.505, -0.387, 0.351, 0.365, -0.089, 0.377, 0.272, -0.492, 0.380, 0.261, 0.033, 0.348, 0.304, 0.246]}